Computed, not measured: C23H14AsFO5SW as an isolated structure at a distorted geometry, with wB97M-V/def2-TZVPD.

Net charge: 0
HOMO level (alpha / beta): -8.6 / -8.6 eV
Energy above the lowest of the compared OMol25 structures with the same formula, charge and spin: 40.77 kcal per mole
Electronic energy: -4061.95160 Eh

```
46
Properties=species:S:1:pos:R:3:forces:R:3
C -2.516 3.439 -1.274 0.010 -0.031 -0.001
C -0.164 0.399 3.612 -0.016 0.041 -0.049
C -0.806 0.527 2.389 0.032 -0.053 0.075
W -0.144 -0.671 -1.535 -0.816 -0.305 1.182
F 0.067 -2.173 -0.355 -0.159 0.160 -0.117
C -2.143 2.109 -1.081 0.013 -0.057 0.024
C 0.073 -2.528 -3.155 0.155 0.073 -0.076
O 2.872 -4.537 -4.093 0.057 -0.023 -0.021
C 2.335 -0.778 0.301 -0.250 -0.088 -0.392
C 0.611 -3.903 -3.400 0.126 -0.043 -0.058
C -3.609 1.944 0.812 0.053 0.007 -0.054
H 2.157 -1.846 0.265 -0.007 0.045 0.022
C -0.580 -1.968 3.590 -0.001 -0.013 -0.011
H 4.210 -1.028 1.297 -0.001 -0.015 0.017
C -3.963 3.272 0.641 -0.009 0.014 -0.003
H -0.492 -2.943 4.053 0.004 0.002 0.012
S -0.977 1.388 -2.182 -0.024 0.078 -0.113
As -2.194 -0.496 0.027 0.044 -0.066 -0.107
H -4.670 3.729 1.321 0.001 0.011 -0.006
H 4.638 1.409 1.460 0.008 -0.006 0.001
C 1.680 1.475 -0.184 -0.088 0.020 -0.063
C -1.228 -1.845 2.369 -0.010 0.046 0.002
C 2.342 -2.152 -3.833 0.036 -0.124 -0.030
C 1.395 0.097 -0.297 0.470 -0.163 -0.146
H 0.255 1.275 4.089 0.004 -0.009 0.015
H 2.987 3.002 0.540 -0.008 0.007 -0.004
H -1.638 -2.721 1.882 0.006 -0.003 0.004
H -0.873 1.500 1.918 -0.010 -0.005 -0.010
O 0.044 -4.949 -3.310 -0.051 0.007 0.020
C -0.049 -0.848 4.211 0.007 -0.016 0.029
C -3.421 4.016 -0.403 -0.024 0.000 0.025
C 2.815 1.936 0.461 -0.019 0.038 -0.004
C 3.738 1.043 0.982 0.036 -0.068 0.019
H 0.457 -0.945 5.163 0.003 -0.004 0.000
C 1.056 -1.571 -3.409 -0.030 -0.011 -0.158
C -1.341 -0.597 1.766 0.058 0.035 0.067
H -4.043 1.365 1.618 0.000 0.000 0.006
H -2.091 4.007 -2.092 0.002 0.003 -0.001
H -3.706 5.051 -0.535 -0.004 0.003 0.005
C -2.684 1.355 -0.047 -0.010 0.056 0.022
C 3.500 -0.321 0.891 -0.134 0.092 0.129
O -1.080 -2.163 -2.685 0.374 0.158 0.145
O 3.362 -1.602 -4.132 -0.012 0.027 0.012
H 1.002 2.205 -0.600 -0.012 -0.003 -0.019
O 0.734 -0.276 -3.222 0.314 0.072 -0.445
C 2.085 -3.684 -3.833 -0.120 0.109 0.057
```
Forces are in eV/Å.